Record 1
Here is a structure of composition C3H5O3Tl in a non-equilibrium geometry from the Open Molecules 2025 dataset. Energies are from ωB97M-V/def2-TZVPD.

Calculated values
- Orbital gap (alpha / beta): 8.414 / 10.993 eV
- HOMO (alpha / beta): -12.5773 / -15.2652 eV
- Energy above the lowest of the compared OMol25 structures with the same formula, charge and spin: 0.0 kJ/mol
- LUMO energy (alpha / beta): -4.163 / -4.272 eV
- DFT total energy: -515.1864 Ha

```
! wB97M-V def2-TZVPD RIJCOSX def2/J DEFGRID3
* xyz 1 2
H -1.03110 0.94881 -1.60668
C -1.13057 0.39238 -0.66742
C -0.60862 1.10756 0.57730
O 0.81804 0.97343 0.44004
C 1.08838 -0.13655 -0.27002
O 1.80836 -1.12841 0.32350
H -2.11969 -0.05362 -0.52668
H -0.90392 0.31453 1.38203
H -0.86962 2.16690 0.63338
H 2.61805 -0.90589 0.78985
Tl 0.53246 -2.97601 -0.42835
O -0.20177 -0.70312 -0.64693
*
```

Now the natural (NBO) charges, all in e: atom 1 (H): 0.213, atom 2 (C): -0.098, atom 3 (C): -0.102, atom 4 (O): -0.494, atom 5 (C): 0.751, atom 6 (O): -0.798, atom 7 (H): 0.226, atom 8 (H): 0.195, atom 9 (H): 0.247, atom 10 (H): 0.553, atom 11 (Tl): 0.941, atom 12 (O): -0.634

Record 2
Here is a cluster of 15 separate species, C26H31Cl42N3O5S in total in a non-equilibrium geometry from the Open Molecules 2025 dataset. Energies are from ωB97M-V/def2-TZVPD.

Calculated values
- Orbital gap: 8.179 eV
- HOMO: -8.8989 eV
- LUMO energy: -0.720 eV
- DFT total energy: -21275.5765 Ha

```
! wB97M-V def2-TZVPD RIJCOSX def2/J DEFGRID3
* xyz 0 1
C 3.74894 2.79945 3.34270
C 3.07335 2.96046 1.83159
O 3.14737 4.16062 1.24729
O 2.42388 1.76710 1.21160
C 1.06865 1.68340 1.78007
C 0.44307 0.17143 1.86993
C 0.59954 -0.56362 3.32904
N 1.97825 -0.93718 3.84694
C 2.91948 -0.95976 2.84965
O 3.70653 -0.94938 1.73834
N 0.13920 0.40261 4.44145
C -1.33376 0.67819 4.24794
O -2.03519 1.82595 4.32458
C -1.86643 -0.85270 3.83413
C -0.51310 -1.78437 3.59246
S -0.09276 -2.22625 5.40338
N -0.56755 -2.94493 2.63726
C -1.39771 -2.68470 1.40491
C 0.78184 -3.55118 2.33717
C 1.36534 -3.59946 0.77050
O 1.59153 -4.13106 3.25235
H 2.92342 3.19350 4.09631
H 4.68087 3.52044 3.48042
H 4.02315 1.67635 3.60120
H 1.06247 2.28947 2.78052
H 0.36228 2.28886 1.03171
H 0.93005 -0.44197 0.96834
H -0.70664 0.27341 1.56229
H 0.77534 1.20204 4.64546
H -2.52206 -0.58272 2.87393
H -2.48254 -1.32383 4.72663
H 1.16488 -2.84285 5.48103
H -0.94844 -1.91154 0.64833
H -2.53975 -2.42486 1.63293
H -1.44572 -3.72058 0.81223
H 1.26551 -2.57124 0.22122
H 2.48738 -3.95526 0.72483
H 0.74303 -4.45132 0.21327
C 4.96491 -4.82859 3.02629
Cl 6.15839 -4.62255 4.31959
Cl 5.59320 -4.19884 1.49386
Cl 4.51548 -6.53437 2.86037
H 4.06930 -4.26058 3.29066
C 1.81664 3.46324 -1.87613
Cl 2.13359 4.15224 -3.47747
Cl 0.08439 3.51754 -1.50728
Cl 2.42053 1.80012 -1.78374
H 2.34612 4.06377 -1.13204
C -2.13589 0.30603 -2.12796
Cl -3.77582 -0.35262 -2.00032
Cl -0.96058 -0.80719 -1.40750
Cl -1.72666 0.63288 -3.82055
H -2.09978 1.24907 -1.57658
C 1.42803 2.76618 7.35106
Cl -0.21190 2.10754 7.47870
Cl 2.60335 1.65296 8.07152
Cl 1.83727 3.09303 5.65847
H 1.46414 3.70922 7.90244
C -0.86254 -1.02508 -7.57976
Cl -1.59872 -0.99643 -9.19119
Cl -1.02447 0.55463 -6.79366
Cl -1.59529 -2.29379 -6.58344
H 0.20193 -1.24660 -7.69148
C -4.07117 0.35418 8.64118
Cl -2.87768 0.56022 9.93448
Cl -3.44288 0.98393 7.10875
Cl -4.52060 -1.35160 8.47526
H -4.96678 0.92219 8.90555
C -7.36034 2.26805 -1.90696
Cl -7.90768 0.63024 -1.51016
Cl -6.35013 2.91893 -0.60485
Cl -6.47614 2.27369 -3.44232
H -8.23961 2.90851 -2.01351
C -3.14638 -6.11704 -6.71876
Cl -2.83566 -4.87238 -7.94095
Cl -1.98175 -7.44365 -6.87180
Cl -3.08482 -5.41984 -5.09109
H -4.14943 -6.51868 -6.88372
C -5.62633 -2.69025 -8.85928
Cl -6.36251 -2.66159 -10.47070
Cl -5.78826 -1.11054 -8.07317
Cl -6.35908 -3.95895 -7.86295
H -4.56186 -2.91177 -8.97099
C 1.65132 -1.25852 -11.55784
Cl 2.32051 -2.79749 -12.12635
Cl 1.61241 -1.21339 -9.78693
Cl 2.59144 0.10174 -12.19430
H 0.62628 -1.17148 -11.92710
C -4.18030 4.77006 6.82317
Cl -3.85314 4.93112 8.55710
Cl -5.90623 4.48664 6.53944
Cl -3.63501 6.21238 5.95050
H -3.62336 3.90839 6.44635
C 6.36184 2.61331 6.27387
Cl 5.41694 1.41700 5.37084
Cl 6.69530 4.03205 5.26607
Cl 5.51260 3.08783 7.75468
H 7.31528 2.15840 6.55434
C 3.91240 7.95617 -3.35617
Cl 3.71804 6.74323 -2.07927
Cl 4.93643 7.32911 -4.65918
Cl 2.33350 8.45145 -3.98939
H 4.40158 8.83373 -2.92580
C 1.57367 -4.57157 -7.70702
Cl 0.83749 -4.54291 -9.31845
Cl 1.41174 -2.99186 -6.92092
Cl 0.84092 -5.84027 -6.71070
H 2.63814 -4.79309 -7.81874
*
```

Atomic partial charges in e from the Mulliken method, atoms 1 to 99: atom 1 (C): 0.475, atom 2 (C): 0.232, atom 3 (O): -0.609, atom 4 (O): -0.064, atom 5 (C): -0.265, atom 6 (C): -0.125, atom 7 (C): 0.384, atom 8 (N): -0.727, atom 9 (C): 0.773, atom 10 (O): -0.551, atom 11 (N): 0.710, atom 12 (C): 0.343, atom 13 (O): -0.683, atom 14 (C): -0.612, atom 15 (C): -0.026, atom 16 (S): -0.195, atom 17 (N): 0.201, atom 18 (C): -0.483, atom 19 (C): 0.463, atom 20 (C): -0.642, atom 21 (O): -0.537, atom 22 (H): -0.253, atom 23 (H): 0.221, atom 24 (H): -0.094, atom 25 (H): 0.167, atom 26 (H): 0.058, atom 27 (H): 0.018, atom 28 (H): 0.297, atom 29 (H): -0.284, atom 30 (H): 0.256, atom 31 (H): 0.360, atom 32 (H): 0.182, atom 33 (H): -0.210, atom 34 (H): 0.259, atom 35 (H): 0.329, atom 36 (H): 0.166, atom 37 (H): 0.142, atom 38 (H): 0.374, atom 39 (C): 0.573, atom 40 (Cl): -0.146, atom 41 (Cl): -0.136, atom 42 (Cl): -0.128, atom 43 (H): -0.182, atom 44 (C): 0.531, atom 45 (Cl): -0.129, atom 46 (Cl): -0.163, atom 47 (Cl): -0.119, atom 48 (H): -0.150, atom 49 (C): -0.025, atom 50 (Cl): -0.121, atom 51 (Cl): -0.065, atom 52 (Cl): 0.011, atom 53 (H): 0.181, atom 54 (C): -0.212, atom 55 (Cl): 0.014, atom 56 (Cl): -0.119, atom 57 (Cl): -0.129, atom 58 (H): 0.400, atom 59 (C): 0.703, atom 60 (Cl): -0.127, atom 61 (Cl): -0.155, atom 62 (Cl): 0.029, atom 63 (H): -0.472, atom 64 (C): -0.042, atom 65 (Cl): -0.132, atom 66 (Cl): -0.015, atom 67 (Cl): -0.132, atom 68 (H): 0.317, atom 69 (C): -0.012, atom 70 (Cl): -0.116, atom 71 (Cl): -0.105, atom 72 (Cl): -0.091, atom 73 (H): 0.331, atom 74 (C): -0.064, atom 75 (Cl): -0.054, atom 76 (Cl): -0.113, atom 77 (Cl): -0.110, atom 78 (H): 0.321, atom 79 (C): 0.458, atom 80 (Cl): -0.135, atom 81 (Cl): -0.113, atom 82 (Cl): -0.131, atom 83 (H): -0.088, atom 84 (C): 0.074, atom 85 (Cl): -0.123, atom 86 (Cl): -0.040, atom 87 (Cl): -0.129, atom 88 (H): 0.232, atom 89 (C): 0.562, atom 90 (Cl): -0.131, atom 91 (Cl): -0.132, atom 92 (Cl): -0.130, atom 93 (H): -0.175, atom 94 (C): -0.047, atom 95 (Cl): -0.043, atom 96 (Cl): -0.139, atom 97 (Cl): -0.103, atom 98 (H): 0.365, atom 99 (C): -0.038

Record 3
Here is a structure of composition C6H6O3 in a non-equilibrium geometry from the Open Molecules 2025 dataset. Energies are from ωB97M-V/def2-TZVPD.

Calculated values
- Orbital gap: 7.562 eV
- HOMO: -7.8273 eV
- Energy above the lowest of the compared OMol25 structures with the same formula, charge and spin: 851.1 kJ/mol
- LUMO energy: -0.265 eV
- DFT total energy: -457.6130 Ha

```
! wB97M-V def2-TZVPD RIJCOSX def2/J DEFGRID3
* xyz 0 1
C 0.85661 -1.00061 -0.17874
C -1.17227 -0.34940 0.05184
C -0.57743 0.73783 -0.24649
C -0.16952 2.08746 0.12928
C 1.19726 1.87606 0.00015
C 0.89309 0.40714 -0.08829
H 2.54850 -0.89772 -0.56029
H -3.21194 0.16762 -0.58290
H -0.21879 2.32190 1.19335
H -0.52420 2.88501 -0.51910
H 1.67489 1.92226 0.90478
H 1.76733 2.44027 -0.82431
O 1.92162 -1.82611 0.27492
O -0.43566 -1.50854 -0.19566
O -2.51122 -0.58913 0.21849
*
```

Now the natural (NBO) charges, all in e: atom 1 (C): 0.489, atom 2 (C): 0.560, atom 3 (C): -0.205, atom 4 (C): -0.411, atom 5 (C): -0.389, atom 6 (C): -0.168, atom 7 (H): 0.497, atom 8 (H): 0.479, atom 9 (H): 0.226, atom 10 (H): 0.212, atom 11 (H): 0.215, atom 12 (H): 0.220, atom 13 (O): -0.636, atom 14 (O): -0.422, atom 15 (O): -0.667

| no. | M (g mol⁻¹) |
| --- | --- |
| 1 | 293.5 |
| 2 | 1986.6 |
| 3 | 126.1 |